50
Properties=species:S:1:pos:R:3:forces:R:3:nbo_charge:R:1 method="wB97M-V/def2-TZVPD" charge=-1 homo_lumo_gap_ha=0.3485 homo_ev=-7.4 e_tot_ha=-1298.7867 e_lumo_ev=2.053
H 1.770 0.566 0.681 0.406 -0.191 -0.082 0.447
H 0.426 -2.250 -6.092 -1.777 -1.097 0.719 0.457
H -1.502 -1.814 3.049 -0.370 0.655 -0.906 0.486
O -3.749 1.415 3.176 -1.362 -0.801 0.460 -0.955
O -1.247 -0.039 0.795 -2.116 -0.787 0.360 -1.050
H -0.287 0.240 0.878 -0.290 0.407 -0.531 0.497
H -2.695 -4.300 1.690 -0.132 0.701 -0.254 0.492
O 5.100 2.068 3.097 0.113 -3.113 -1.667 -0.941
H 0.380 1.906 1.456 -0.208 1.749 -1.081 0.455
H 3.722 -0.653 -0.741 3.312 -0.293 0.352 0.512
H 0.603 2.149 0.107 2.572 -4.927 -7.432 0.474
O -2.148 -2.530 3.070 2.537 -1.836 2.558 -0.959
O 0.343 2.627 0.757 -2.757 4.377 8.808 -0.938
O -0.233 1.969 -3.931 1.569 -1.598 2.192 -0.959
H -3.512 0.591 2.736 0.423 0.466 0.019 0.479
H -4.438 0.235 -3.975 -0.109 -2.661 1.348 0.468
H -1.382 -0.766 -1.150 0.305 -0.962 -1.383 0.501
O 0.995 0.312 0.178 0.500 -0.124 0.631 -1.149
O 4.787 -0.701 -0.507 -4.506 -3.601 -2.099 -0.987
H 1.910 -1.824 -1.661 -0.200 2.634 0.434 0.467
H 4.969 0.112 -0.176 0.924 3.865 1.468 0.444
H -0.540 -0.524 -2.421 -1.220 -1.736 0.569 0.464
H 1.398 -0.288 -0.875 0.425 -0.752 0.187 0.507
O -1.002 4.398 2.588 -3.167 5.848 -4.011 -0.982
H 0.425 -3.426 -5.166 -0.712 0.023 0.006 0.462
H -1.402 -3.138 3.516 -2.920 1.180 -1.512 0.467
O -1.199 -1.199 -2.053 0.930 2.542 1.066 -0.975
H 0.372 -3.088 1.836 -0.096 -1.192 -0.626 0.476
H 5.200 1.122 2.650 -0.219 2.982 1.519 0.471
O -0.900 1.899 5.163 0.019 -2.217 -1.179 -0.915
H 2.384 -0.456 -3.481 -0.761 1.757 -0.399 0.511
H -1.988 0.453 1.189 1.141 0.065 -0.253 0.464
H 0.072 1.289 -3.185 -0.791 2.243 -2.587 0.480
H -0.942 2.120 4.235 -0.023 1.690 -0.606 0.448
H -3.405 1.427 -3.905 -1.445 -1.106 -0.557 0.491
H -1.722 -4.450 0.404 -0.886 -0.280 2.208 0.482
O -4.248 1.064 -4.303 1.642 3.763 -0.808 -0.959
O 2.075 0.230 -4.166 0.523 -2.810 -0.551 -0.977
H -0.922 0.946 4.868 0.024 0.510 1.763 0.466
O 0.315 -2.248 2.250 1.021 2.474 -0.716 -0.986
H -0.964 3.919 1.836 1.038 -3.245 -2.937 0.510
H 0.468 -1.583 1.507 -0.323 -1.110 1.205 0.508
O 1.996 -0.808 -1.641 0.779 -2.641 -0.845 -1.103
H 0.638 2.302 -4.247 -0.869 -0.540 0.347 0.477
H -3.123 2.116 3.095 0.891 0.311 -0.470 0.477
H 1.866 -0.392 -4.921 0.165 1.362 0.994 0.448
H -0.809 4.234 3.401 2.213 -2.616 6.999 0.470
O -1.912 -4.731 1.357 1.229 -0.527 -2.096 -0.974
H 4.286 2.382 2.681 0.090 0.112 0.136 0.470
O -0.229 -2.887 -5.650 2.467 1.052 -0.758 -0.919

19
Properties=species:S:1:pos:R:3:forces:R:3:nbo_charge:R:1 method="wB97M-V/def2-TZVPD" smiles="O=[N+]([O-])c1ccccc1.BrC(Br)Br" homo_lumo_gap_ha=0.3383 homo_ev=-10.0 e_tot_ha=-8197.4777 e_lumo_ev=-0.812
O 0.441 -1.606 -2.598 -1.287 0.402 -1.528 -0.357
O 2.020 -2.656 -1.628 0.986 -1.056 -0.944 -0.389
C -0.290 -1.207 2.256 -1.266 0.597 0.926 -0.201
Br -1.862 3.701 -0.072 0.987 0.710 -1.449 0.064
C -1.294 -1.099 1.317 0.770 -0.887 -2.997 -0.197
H -2.284 -0.717 1.514 -0.040 -0.273 0.257 0.227
C -0.953 -1.476 -0.050 1.907 -0.025 1.894 -0.189
C -0.650 4.623 -1.411 -0.015 -0.485 -0.422 -0.419
H -1.659 -1.594 -0.859 -0.057 0.487 -0.008 0.244
Br -1.531 5.265 -3.119 0.551 -0.747 1.608 0.069
H 1.688 -1.547 2.804 0.199 -0.196 -0.023 0.218
H -0.311 5.525 -0.901 -0.025 -0.345 -0.204 0.211
H 2.425 -2.236 0.532 -0.251 -0.053 -0.215 0.256
N 0.957 -2.098 -1.650 0.221 0.598 2.425 0.541
C 0.992 -1.568 1.978 1.142 -0.727 0.130 -0.207
Br 0.982 3.523 -1.867 -1.499 0.841 0.474 0.075
H -0.483 -1.034 3.305 -0.357 0.393 0.037 0.217
C 1.396 -1.971 0.725 -1.139 1.204 -0.198 -0.183
C 0.414 -1.828 -0.275 -0.828 -0.439 0.236 0.020

6
Properties=species:S:1:pos:R:3:forces:R:3:nbo_charge:R:1 method="wB97M-V/def2-TZVPD" smiles="[SiH3]P=S" homo_lumo_gap_ha="0.2192 / 0.2190" homo_ev="-8.9 / -8.9" e_tot_ha=-1030.6835 e_lumo_ev="-2.912 / -2.913"
H 1.385 1.170 0.488 0.324 0.525 -0.437 -0.154
S -2.631 -0.536 0.546 2.638 2.715 -3.517 -0.339
P -1.288 0.794 -1.164 -1.850 -3.172 4.296 0.189
H 1.329 -0.748 -1.053 0.352 -0.130 -0.190 -0.150
Si 0.650 0.008 -0.006 -0.827 1.417 -1.559 0.600
H 0.556 -0.688 1.189 -0.637 -1.355 1.406 -0.146

136
Properties=species:S:1:pos:R:3:forces:R:3:mulliken_spin:R:1 method="wB97M-V/def2-TZVPD" charge=+2 spin_multiplicity=6 homo_lumo_gap_ha="0.4071 / 0.2451" homo_ev="-14.6 / -14.6" e_tot_ha=-6424.1453 e_lumo_ev="-3.509 / -7.897"
C -10.953 -11.675 10.499 0.553 0.794 -0.712 0.002
H -17.456 -14.573 8.612 -0.359 -0.155 -0.079 0.000
H -16.194 -10.485 5.740 -0.361 -0.426 -0.188 0.000
H -17.983 -12.607 15.835 0.358 0.261 -0.509 0.000
C -14.442 -6.725 13.631 -1.341 -0.415 1.157 0.001
O -10.865 -11.933 11.910 -1.462 -0.493 1.709 0.006
H -15.336 -12.053 5.972 -0.114 0.211 0.766 0.000
C -14.456 -15.867 15.016 -1.322 -0.830 -0.840 0.000
H -19.372 -14.227 11.441 -1.288 -0.487 -0.003 0.000
C -18.024 -13.712 8.963 0.195 -0.921 2.597 0.001
H -10.756 -7.700 8.902 0.073 -0.299 0.893 0.000
H -14.439 -14.974 13.098 -1.140 0.060 -0.604 0.000
H -12.578 -16.221 10.944 -0.002 -0.677 0.863 0.000
H -12.950 -15.020 7.180 -0.292 -0.159 -0.162 0.000
O -15.488 -11.513 10.534 0.509 0.356 -0.809 -0.008
H -8.911 -9.248 13.659 0.022 -0.268 0.114 0.000
C -15.233 -10.970 5.908 -1.091 -0.924 -1.629 0.000
H -11.334 -9.449 8.875 0.431 0.252 -0.274 0.000
O -16.175 -12.485 8.178 2.236 0.582 1.658 0.006
P -13.058 -8.491 12.284 4.229 3.525 0.250 0.023
H -12.459 -10.940 15.209 -0.177 -0.398 -0.415 0.000
C -12.787 -8.151 9.709 -0.329 1.213 -3.250 0.005
C -13.559 -13.626 8.695 -1.123 -1.801 -0.290 -0.003
O -11.377 -12.600 14.288 -1.627 0.975 -2.101 0.005
O -17.791 -9.321 9.550 0.473 0.124 2.589 0.005
H -11.254 -15.717 13.270 -0.858 -0.206 -0.051 0.000
H -11.934 -13.629 16.764 -0.007 -0.032 -0.217 0.000
C -17.588 -12.539 8.269 -0.660 1.528 -2.815 0.001
C -11.941 -11.872 15.435 -0.299 -2.113 2.174 0.003
H -20.640 -11.335 14.838 0.017 -0.571 0.293 0.000
H -19.981 -10.844 9.673 0.597 -0.410 0.095 0.000
H -12.949 -13.988 9.523 1.004 0.384 -0.509 0.001
P -17.238 -13.695 13.280 -1.342 -1.989 0.044 0.015
H -21.969 -10.066 10.243 -0.502 -0.107 -0.032 0.000
H -12.586 -13.404 6.686 -0.075 0.338 0.347 0.000
C -18.480 -6.070 13.296 0.300 0.436 0.063 0.000
H -21.794 -11.800 10.569 -1.373 -0.077 0.583 0.000
C -12.662 -12.890 16.429 0.321 1.430 -0.144 0.001
H -13.594 -10.550 7.233 0.582 0.399 -1.267 0.000
H -18.319 -7.339 9.124 -1.713 -0.412 -0.148 0.000
H -13.540 -5.981 15.355 0.680 0.406 -0.125 0.000
H -17.986 -5.473 12.529 -0.497 0.764 0.254 0.000
H -14.483 -9.213 6.372 -0.068 0.807 1.547 0.000
C -21.602 -10.801 10.960 -0.179 0.475 -1.389 0.000
H -9.444 -9.246 15.365 0.105 -0.383 -0.090 0.000
H -9.677 -13.340 10.315 0.060 -0.354 -0.531 0.000
H -19.173 -15.283 12.897 -1.156 -0.503 -0.483 0.000
C -18.891 -12.689 15.237 -0.447 0.732 1.599 0.000
H -11.412 -15.436 10.112 0.949 0.473 0.282 0.000
H -10.077 -10.505 14.187 0.451 -0.010 0.318 0.000
H -17.922 -12.725 7.248 0.181 0.839 -0.473 0.001
H -17.699 -13.498 9.982 -0.362 -0.787 0.487 0.002
C -18.867 -16.304 10.957 -0.746 0.332 0.651 0.001
H -19.257 -10.505 15.536 0.097 -0.437 0.631 0.000
H -11.819 -8.143 7.733 -0.508 -0.538 -0.173 0.000
H -21.962 -10.469 11.934 0.169 -0.828 0.116 0.000
O -15.734 -11.151 16.760 0.847 2.639 -1.009 0.015
C -9.729 -9.483 14.340 -1.551 1.053 -0.896 0.000
H -10.565 -10.669 10.339 -1.110 0.461 0.536 0.000
O -18.682 -13.424 14.005 2.386 -0.556 -1.083 0.004
H -14.722 -16.806 14.530 -0.296 -0.262 0.076 0.000
H -12.866 -12.252 17.289 0.032 0.008 0.244 0.000
H -14.632 -13.792 14.378 0.107 -0.009 -0.031 -0.004
H -19.748 -11.645 11.354 0.600 -0.315 -0.526 0.000
C -11.260 -15.136 12.348 0.979 0.395 -0.812 0.000
C -9.915 -12.448 9.735 0.620 -0.727 -0.074 0.000
H -13.384 -16.019 15.142 0.003 0.907 0.249 0.000
H -10.196 -12.645 8.700 -0.433 -0.445 0.164 0.000
C -11.586 -8.394 8.768 -1.140 0.453 -0.634 0.000
P -18.026 -9.226 11.174 -2.262 0.640 -1.803 0.035
O -19.629 -9.625 11.302 3.440 2.021 0.415 0.005
H -13.593 -8.873 9.581 0.049 -0.028 -0.259 -0.004
H -19.573 -13.174 15.936 0.031 -1.113 -0.641 0.000
H -15.059 -15.836 15.924 0.571 0.130 0.267 0.000
H -11.082 -11.652 16.070 0.232 0.445 -0.567 0.000
H -14.305 -13.913 6.764 0.256 -0.136 -0.328 0.000
H -8.991 -11.886 9.596 0.056 0.074 0.491 0.000
H -19.177 -11.076 13.963 -0.007 0.180 -0.360 0.002
H -10.282 -14.658 12.419 0.407 -0.239 -0.706 0.000
O -16.337 -8.860 16.212 -0.627 -0.339 -0.677 0.008
C -13.323 -13.996 7.229 0.294 -0.765 0.794 0.000
H -10.571 -7.628 13.535 -0.279 -0.153 -0.575 0.000
H -19.545 -15.995 10.161 -0.064 -1.080 -0.219 0.000
O -14.283 -9.236 11.972 -1.785 -1.584 0.547 0.072
C -18.877 -15.101 11.864 -1.433 0.230 0.206 0.000
H -18.483 -9.876 7.195 0.405 0.054 0.368 0.000
C -20.136 -10.823 10.752 -0.074 -0.011 0.979 0.000
O -12.271 -8.201 10.940 1.620 -1.579 5.586 0.004
O -15.141 -10.167 8.262 -1.050 -0.773 1.801 0.006
C -14.138 -5.607 14.523 0.949 0.597 1.797 0.000
C -19.556 -11.369 14.943 0.617 1.298 -1.474 -0.001
P -15.183 -11.580 9.072 0.531 -0.139 -2.829 0.013
C -14.559 -10.153 6.919 2.145 -1.449 0.651 0.000
H -10.820 -16.768 11.170 -0.454 -0.446 -0.624 0.000
H -17.746 -6.257 14.080 0.118 -0.163 -0.093 0.000
O -16.373 -12.556 12.870 0.304 0.833 0.166 0.022
H -14.626 -7.621 14.222 -0.094 -0.137 -0.031 -0.002
H -15.406 -6.408 13.233 0.275 -0.704 -1.654 -0.001
H -17.948 -11.565 8.599 -0.254 -0.239 0.228 0.000
H -19.349 -5.663 13.812 0.149 0.641 -0.373 0.000
O -17.929 -7.686 11.638 -0.498 -2.009 -1.450 0.003
C -17.963 -8.230 8.608 1.558 0.550 -0.548 0.000
O -12.198 -14.077 12.359 -2.224 3.365 0.901 0.004
H -13.646 -4.817 13.955 -0.002 0.145 0.318 0.000
H -13.189 -7.139 9.679 -0.340 0.106 -1.095 0.000
H -11.426 -8.202 14.913 -0.049 -0.180 0.100 0.000
H -19.948 -7.394 12.316 0.320 0.415 -0.672 0.000
O -17.142 -10.128 11.962 0.398 0.239 0.027 0.004
H -17.010 -7.741 8.408 0.874 -1.021 -0.278 0.000
H -14.512 -14.055 9.005 -0.220 -0.486 -0.276 0.000
O -13.737 -12.250 8.739 -1.719 3.403 0.956 0.008
H -13.626 -13.372 16.262 0.145 0.188 -0.833 0.000
H -18.821 -8.068 13.435 -0.246 -0.497 -0.055 0.001
H -19.104 -13.854 8.922 0.121 -0.091 -0.085 0.000
C -11.530 -15.947 11.068 0.433 0.280 0.729 0.000
Cl -15.389 -9.902 16.013 -1.980 -2.556 2.832 -0.001
O -14.124 -9.374 16.359 1.400 -0.467 -0.566 0.005
H -18.268 -8.345 6.379 0.034 0.332 0.337 0.000
H -11.966 -11.830 10.127 0.072 0.181 0.130 0.000
O -16.438 -14.735 14.153 1.001 0.268 -0.275 0.004
O -15.441 -10.394 14.614 0.541 0.275 -2.525 0.083
O -17.619 -14.612 12.002 4.430 2.976 1.773 0.003
H -19.657 -8.632 7.477 -0.225 -0.086 -0.678 0.000
P -12.062 -12.513 12.831 1.395 -1.376 -0.320 0.032
H -17.887 -16.578 10.567 -0.053 0.275 0.091 0.000
C -18.592 -8.798 7.316 -1.036 0.562 1.139 0.000
C -18.910 -7.326 12.641 -0.038 -1.177 1.876 -0.001
H -14.705 -10.886 4.958 0.230 0.507 -0.029 0.000
H -15.011 -5.231 15.056 -0.266 0.119 -0.481 0.000
C -14.936 -14.786 14.050 0.566 0.554 1.655 0.007
O -13.317 -6.946 12.767 -0.189 -2.600 -0.902 0.004
Fe -15.233 -10.886 12.494 -1.170 -0.672 0.492 4.602
O -13.392 -11.745 12.717 1.347 -1.381 0.080 -0.004
C -10.947 -8.542 13.994 1.360 0.623 1.604 0.000
H -19.221 -17.088 11.628 -0.275 -0.539 -0.911 0.000
O -11.960 -9.218 13.244 -2.573 0.425 -2.112 0.004